Arrangement 1

{
  "formula": "C17H22N6O2",
  "method": "wB97M-V/def2-TZVPD",
  "elements": ["O", "O", "N", "N", "C", "C", "C", "C", "C", "C", "C", "C", "C", "C", "N", "N", "N", "N", "C", "C", "C", "C", "C", "C", "C", "H", "H", "H", "H", "H", "H", "H", "H", "H", "H", "H", "H", "H", "H", "H", "H", "H", "H", "H", "H", "H", "H"],
  "xyz": [[-2.172, -4.290, -2.046], [0.240, 5.188, 1.742], [0.623, -0.912, -1.591], [1.504, -3.496, -3.876], [-1.486, -3.291, -1.782], [0.085, 4.172, 2.431], [0.612, -1.970, -2.410], [1.691, -2.348, -3.273], [-0.984, 3.265, 4.569], [0.299, -3.961, -3.394], [-0.504, 4.272, 3.763], [-0.298, -3.040, -2.526], [2.832, -0.422, -2.426], [1.745, -0.133, -1.600], [2.789, -1.509, -3.322], [1.804, 0.932, -0.717], [-1.791, -2.397, -0.787], [0.356, 2.932, 1.894], [-2.646, -3.232, 1.367], [-3.432, -1.033, 0.420], [2.921, 1.892, -0.554], [0.608, 1.320, 0.080], [2.497, 2.728, 0.669], [-2.953, -2.456, 0.073], [0.967, 2.714, 0.599], [-0.966, 2.187, 4.331], [-1.355, 3.531, 5.544], [-0.174, -4.896, -3.708], [-0.582, 5.270, 4.151], [3.684, 0.249, -2.444], [3.623, -1.802, -3.842], [-1.119, -1.632, -0.636], [0.336, 2.150, 2.536], [-3.488, -3.291, 2.012], [-2.375, -4.271, 1.116], [-1.804, -2.784, 1.886], [-2.738, -0.502, 1.081], [-4.420, -1.102, 0.941], [-3.506, -0.465, -0.499], [2.956, 2.524, -1.450], [3.870, 1.378, -0.398], [-0.319, 1.352, -0.517], [0.491, 0.643, 0.930], [2.842, 2.244, 1.587], [2.883, 3.753, 0.618], [-3.791, -2.947, -0.446], [0.644, 3.487, -0.096]],
  "gap_ev": 7.176,
  "homo_energy_ev": -8.029
}

***

Arrangement 2

{
  "formula": "C17H22N6O2",
  "method": "wB97M-V/def2-TZVPD",
  "elements": ["C", "H", "H", "C", "C", "C", "C", "N", "C", "N", "C", "N", "C", "N", "H", "H", "C", "N", "O", "O", "N", "C", "C", "C", "C", "C", "C", "H", "H", "H", "H", "H", "C", "H", "H", "H", "C", "H", "H", "H", "H", "H", "H", "H", "H", "H", "H"],
  "xyz": [[1.884, 3.248, 0.543], [2.169, 3.914, 1.355], [2.342, 3.609, -0.374], [0.366, 3.199, 0.397], [-0.300, 2.661, 1.663], [-1.825, 2.713, 1.529], [-2.243, 2.369, 0.087], [-1.231, 1.529, -0.513], [-1.131, 0.202, -0.295], [0.103, -0.286, -0.211], [0.289, -1.551, 0.143], [-0.676, -2.394, 0.514], [-1.931, -1.990, 0.360], [-2.885, -2.861, 0.705], [-2.603, -3.797, 0.935], [-3.845, -2.620, 0.479], [-2.248, -0.688, -0.153], [-3.506, -0.420, -0.671], [-3.639, 0.509, -1.462], [-4.462, -1.146, -0.362], [1.564, -2.001, 0.219], [2.653, -1.178, -0.114], [3.771, -1.126, 0.715], [4.842, -0.314, 0.390], [4.814, 0.456, -0.760], [3.712, 0.393, -1.597], [2.641, -0.424, -1.284], [1.794, -0.488, -1.947], [3.688, 0.978, -2.504], [5.648, 1.095, -1.006], [5.700, -0.277, 1.045], [3.798, -1.708, 1.623], [1.814, -3.295, 0.813], [1.859, -3.235, 1.904], [2.755, -3.689, 0.431], [0.995, -3.959, 0.543], [-0.026, 2.290, -0.787], [-0.214, 2.889, -1.683], [0.776, 1.583, -0.988], [-2.298, 3.274, -0.522], [-3.226, 1.909, 0.066], [-2.194, 3.709, 1.776], [-2.275, 2.007, 2.230], [0.017, 3.239, 2.532], [0.028, 1.630, 1.813], [-0.003, 4.215, 0.220], [2.275, 2.255, 0.754]],
  "gap_ev": 8.454,
  "homo_energy_ev": -8.346
}

***

What is the stability order? It is arrangement 1, arrangement 2, from most stable to least stable.

***

Arrangement 1

{
  "formula": "C3H5NO2S",
  "method": "wB97M-V/def2-TZVPD",
  "elements": ["C", "C", "C", "N", "O", "O", "S", "H", "H", "H", "H", "H"],
  "xyz": [[-0.826, -0.044, 0.180], [0.234, 0.303, -0.797], [-0.722, -1.112, 1.254], [0.899, 1.397, -1.263], [1.000, 2.328, -0.457], [1.285, 1.350, -2.419], [-0.978, -0.546, -1.602], [-1.321, 0.813, 0.446], [2.251, -0.357, 0.184], [-1.426, -1.964, 1.196], [-0.573, -0.545, 2.189], [0.178, -1.622, 1.090]],
  "gap_ev": [7.969, 8.568],
  "homo_energy_ev": [-9.058, -10.416]
}

***

Arrangement 2

{
  "formula": "C3H5NO2S",
  "method": "wB97M-V/def2-TZVPD",
  "elements": ["C", "C", "C", "H", "H", "H", "H", "H", "N", "O", "O", "S"],
  "xyz": [[-2.018, 0.206, 0.001], [-0.796, -0.699, -0.001], [2.555, 0.095, 0.009], [-0.804, 1.641, 0.009], [-0.798, -1.315, 0.882], [-0.777, -1.338, -0.869], [3.534, -0.399, -0.022], [2.514, 1.202, -0.006], [1.509, -0.628, 0.001], [-1.767, 1.508, -0.002], [0.367, 0.141, -0.004], [-3.519, -0.412, 0.001]],
  "gap_ev": 9.376,
  "homo_energy_ev": -8.889
}

***

Arrangement 3

{
  "formula": "C3H5NO2S",
  "method": "wB97M-V/def2-TZVPD",
  "elements": ["C", "C", "C", "N", "O", "O", "S", "H", "H", "H", "H", "H"],
  "xyz": [[1.258, -0.179, -1.364], [-0.728, -1.163, 1.159], [0.497, 1.051, -1.226], [1.804, -1.181, -1.432], [-0.804, 0.781, -0.750], [-0.294, 1.303, 1.750], [-1.225, 0.596, 0.899], [0.355, -1.228, 1.203], [-1.139, -1.794, 0.381], [-1.142, -1.436, 2.128], [1.027, 1.726, -0.538], [0.391, 1.524, -2.209]],
  "gap_ev": 10.676,
  "homo_energy_ev": -9.975
}

***

Arrangement 4

{
  "formula": "C3H5NO2S",
  "method": "wB97M-V/def2-TZVPD",
  "elements": ["C", "C", "C", "H", "H", "H", "H", "H", "N", "O", "O", "S"],
  "xyz": [[0.406, 0.410, -0.115], [0.595, 0.192, 1.263], [-0.904, -0.410, 1.757], [-0.493, -2.294, -0.713], [0.525, -0.214, -2.171], [1.285, -0.571, 1.451], [0.897, 1.117, 1.846], [-1.471, 0.159, 2.508], [0.484, -0.596, -1.106], [0.448, -1.954, -0.810], [-1.344, -1.300, 0.984], [0.153, 1.928, -0.875]],
  "gap_ev": 8.142,
  "homo_energy_ev": -8.408
}

***

What is the stability order? It is arrangement 3, arrangement 2, arrangement 4, arrangement 1, from most stable to least stable.

***

Arrangement 1

{
  "formula": "C3H5NO2S",
  "method": "wB97M-V/def2-TZVPD",
  "elements": ["C", "C", "C", "N", "O", "O", "S", "H", "H", "H", "H", "H"],
  "xyz": [[0.109, 0.324, 0.125], [-0.699, 1.354, -0.287], [0.630, -1.524, -0.453], [0.483, 0.348, 1.320], [1.138, -1.934, 0.772], [-2.029, 3.316, -1.098], [-1.069, 3.102, -0.055], [0.561, -2.490, 1.253], [-1.424, 1.250, -1.105], [-0.194, -2.027, -1.020], [1.438, -1.334, -1.115], [1.056, -0.386, 1.664]],
  "gap_ev": [7.954, 7.851],
  "homo_energy_ev": [-8.910, -8.794]
}

***

Arrangement 2

{
  "formula": "C3H5NO2S",
  "method": "wB97M-V/def2-TZVPD",
  "elements": ["C", "C", "C", "N", "O", "O", "S", "H", "H", "H", "H", "H"],
  "xyz": [[-0.893, 0.702, -0.273], [-1.483, -0.719, -0.150], [-0.248, -0.316, 0.664], [2.384, 0.308, -0.060], [1.832, 1.318, 0.187], [3.496, -0.035, -0.352], [1.126, -1.255, 0.114], [-0.429, 0.932, -1.237], [-1.401, 1.603, 0.073], [-2.479, -0.867, 0.198], [-1.418, -1.572, -0.813], [-0.487, -0.100, 1.648]],
  "gap_ev": 9.603,
  "homo_energy_ev": -9.738
}

***

What is the stability order? It is arrangement 2, arrangement 1, from most stable to least stable.

***

Arrangement 1

{
  "formula": "C3H11NOS2",
  "method": "wB97M-V/def2-TZVPD",
  "elements": ["N", "C", "C", "C", "S", "S", "H", "H", "H", "H", "H", "H", "H", "H", "H", "H", "H", "O"],
  "xyz": [[1.690, 1.807, -0.997], [0.790, 0.632, -1.345], [1.346, 0.294, -2.745], [-0.791, 0.948, -1.541], [-2.011, -0.114, -0.736], [-1.385, 0.175, 1.193], [1.729, 2.190, -0.048], [1.903, 2.489, -1.725], [1.076, -0.120, -0.632], [1.139, 1.124, -3.451], [2.339, -0.176, -2.724], [0.687, -0.451, -3.144], [-0.979, 2.016, -1.406], [-0.844, 1.014, -2.669], [-0.138, -0.486, 0.954], [3.223, -2.857, 5.611], [1.899, -3.381, 4.884], [2.800, -3.279, 4.726]],
  "gap_ev": 9.192,
  "homo_energy_ev": -8.755
}

***

Arrangement 2

{
  "formula": "C3H11NOS2",
  "method": "wB97M-V/def2-TZVPD",
  "elements": ["N", "C", "C", "C", "S", "S", "H", "H", "H", "H", "H", "H", "H", "H", "H", "H", "H", "O"],
  "xyz": [[1.520, 0.585, -0.341], [0.292, -0.166, -0.099], [-0.610, -0.317, -1.346], [0.530, -1.517, 0.529], [1.589, -1.509, 2.056], [0.202, -2.239, 3.469], [1.767, 0.419, -1.309], [1.378, 1.515, 0.013], [-0.317, 0.370, 0.646], [0.018, -0.941, -2.076], [-0.722, 0.683, -1.828], [-1.587, -0.761, -1.190], [1.099, -2.117, -0.191], [-0.390, -2.086, 0.707], [0.377, -3.514, 3.174], [-1.913, 4.314, -1.329], [-1.342, 3.247, -0.486], [-1.892, 4.035, -0.399]],
  "gap_ev": 9.511,
  "homo_energy_ev": -8.990
}

***

What is the stability order? It is arrangement 2, arrangement 1, from most stable to least stable.

***

Arrangement 1

{
  "formula": "C3H11NOS2",
  "method": "wB97M-V/def2-TZVPD",
  "elements": ["S", "S", "C", "C", "C", "N", "H", "H", "H", "H", "H", "H", "H", "H", "H", "H", "H", "O"],
  "xyz": [[-0.621, -2.735, -1.787], [0.758, -1.748, -0.656], [0.325, 0.050, -0.498], [-1.119, 0.511, -0.483], [-1.920, 0.309, 0.834], [-1.771, -1.068, 1.332], [-0.174, -2.236, -2.991], [0.808, 0.363, 0.435], [0.956, 0.551, -1.242], [-1.185, 1.589, -0.649], [-1.763, -0.018, -1.185], [-1.688, 1.022, 1.616], [-2.963, 0.495, 0.524], [-2.618, -1.395, 1.786], [-1.096, -1.706, 0.957], [5.096, 1.408, 0.920], [4.626, 2.764, 0.590], [4.349, 1.845, 0.497]],
  "gap_ev": 9.055,
  "homo_energy_ev": -8.429
}

***

Arrangement 2

{
  "formula": "C3H11NOS2",
  "method": "wB97M-V/def2-TZVPD",
  "elements": ["N", "C", "C", "C", "S", "S", "H", "H", "H", "H", "H", "H", "H", "H", "H", "H", "H", "O"],
  "xyz": [[0.525, -0.492, -1.582], [-0.585, 0.306, -1.088], [-1.749, 0.086, -2.002], [-0.234, 1.800, -0.933], [-0.280, 2.430, 0.746], [1.482, 1.608, 1.490], [1.482, -0.237, -1.422], [0.330, -0.903, -2.473], [-0.832, -0.086, -0.097], [-1.496, 0.491, -2.994], [-1.850, -0.990, -2.155], [-2.683, 0.529, -1.678], [0.741, 1.963, -1.362], [-0.893, 2.363, -1.604], [2.210, 2.670, 1.126], [0.572, -3.674, 5.016], [1.761, -4.316, 5.762], [1.499, -3.549, 5.250]],
  "gap_ev": 9.469,
  "homo_energy_ev": -8.865
}

***

What is the stability order? It is arrangement 2, arrangement 1, from most stable to least stable.

***

Arrangement 1

{
  "formula": "C3H11NOS2",
  "method": "wB97M-V/def2-TZVPD",
  "elements": ["N", "C", "C", "S", "S", "C", "H", "H", "H", "H", "H", "H", "H", "H", "H", "H", "H", "O"],
  "xyz": [[2.572, -0.240, -0.428], [1.246, 0.347, -0.781], [0.081, -0.542, -1.019], [-0.858, -0.982, 0.475], [-1.604, 0.787, 1.033], [-2.987, 1.051, -0.179], [3.097, -0.723, -1.287], [2.551, -0.927, 0.394], [1.403, 0.983, -1.637], [0.843, 1.053, 0.056], [0.272, -1.487, -1.506], [-0.669, -0.013, -1.669], [-3.042, 0.239, -0.894], [-2.603, 1.914, -0.838], [-4.021, 1.216, 0.272], [1.568, -1.200, 3.405], [0.794, -0.844, 1.913], [1.357, -0.633, 2.690]],
  "gap_ev": 9.506,
  "homo_energy_ev": -8.828
}

***

Arrangement 2

{
  "formula": "C3H11NOS2",
  "method": "wB97M-V/def2-TZVPD",
  "elements": ["N", "C", "C", "C", "S", "S", "H", "H", "H", "H", "H", "H", "H", "H", "H", "H", "H", "O"],
  "xyz": [[-1.167, 0.827, 0.942], [-0.406, -0.403, 1.266], [0.663, -0.040, 2.260], [0.208, -0.993, 0.005], [-0.989, -1.932, -1.001], [-0.387, -1.378, -2.940], [-0.730, 1.380, 0.215], [-2.062, 0.584, 0.518], [-1.192, -1.102, 1.567], [1.566, 0.343, 1.775], [0.365, 0.655, 3.045], [0.999, -0.906, 2.853], [0.740, -0.274, -0.621], [0.931, -1.714, 0.303], [0.889, -1.640, -2.666], [0.531, 2.898, -2.449], [0.053, 1.489, -2.214], [-0.014, 2.208, -2.858]],
  "gap_ev": 9.151,
  "homo_energy_ev": -8.790
}

***

Arrangement 3

{
  "formula": "C3H11NOS2",
  "method": "wB97M-V/def2-TZVPD",
  "elements": ["N", "C", "C", "C", "S", "S", "H", "H", "H", "H", "H", "H", "H", "H", "H", "H", "H", "O"],
  "xyz": [[0.601, 1.474, -0.175], [-0.013, 0.633, -1.178], [0.595, 0.512, -2.510], [-1.536, 0.656, -1.278], [-2.314, -0.888, -0.595], [-2.202, -0.606, 1.451], [-0.020, 2.287, 0.120], [1.339, 2.041, -0.712], [0.227, -0.314, -0.613], [0.370, 1.305, -3.267], [1.744, 0.414, -2.388], [0.160, -0.428, -2.909], [-1.894, 1.564, -0.915], [-1.852, 0.590, -2.330], [-2.480, 0.765, 1.505], [2.188, -3.304, 4.546], [3.052, -3.326, 5.815], [2.035, -3.375, 5.433]],
  "gap_ev": 8.908,
  "homo_energy_ev": -8.309
}

***

Arrangement 4

{
  "formula": "C3H11NOS2",
  "method": "wB97M-V/def2-TZVPD",
  "elements": ["N", "C", "C", "C", "S", "S", "H", "H", "H", "H", "H", "H", "H", "H", "H", "H", "H", "O"],
  "xyz": [[-0.144, 0.857, -0.874], [0.352, 0.815, 0.513], [-0.072, 2.021, 1.373], [0.024, -0.596, 1.126], [0.980, -1.890, 0.165], [0.061, -3.696, 0.478], [-0.038, 1.810, -1.253], [-1.184, 0.736, -0.842], [1.545, 0.892, 0.353], [-1.009, 1.780, 2.041], [-0.377, 2.825, 0.611], [0.707, 2.491, 2.015], [-1.041, -0.813, 1.094], [0.410, -0.766, 2.103], [-0.834, -3.876, -0.614], [0.216, -1.518, -3.218], [0.372, -0.500, -2.050], [0.033, -0.572, -3.018]],
  "gap_ev": 9.688,
  "homo_energy_ev": -9.226
}

***

What is the stability order? It is arrangement 2, arrangement 4, arrangement 1, arrangement 3, from most stable to least stable.

***

Arrangement 1

{
  "formula": "C3H11NOS2",
  "method": "wB97M-V/def2-TZVPD",
  "elements": ["S", "S", "C", "C", "C", "N", "H", "H", "H", "H", "H", "H", "H", "H", "H", "H", "H", "O"],
  "xyz": [[-1.061, 2.314, -1.257], [-1.271, 0.554, -0.083], [0.335, -0.193, -0.464], [0.756, -1.241, 0.569], [-0.247, -2.394, 0.777], [-1.161, -2.142, 1.902], [-0.887, 3.215, -0.260], [1.121, 0.565, -0.457], [0.335, -0.560, -1.493], [0.749, -0.652, 1.491], [1.737, -1.669, 0.381], [0.307, -3.280, 1.075], [-0.767, -2.573, -0.168], [-1.621, -3.011, 2.175], [-1.865, -1.433, 1.733], [4.750, 0.726, 0.010], [3.520, 0.529, -0.780], [4.059, 0.095, -0.113]],
  "gap_ev": 9.427,
  "homo_energy_ev": -9.072
}

***

Arrangement 2

{
  "formula": "C3H11NOS2",
  "method": "wB97M-V/def2-TZVPD",
  "elements": ["S", "S", "C", "C", "N", "C", "H", "H", "H", "H", "H", "H", "H", "H", "H", "H", "H", "O"],
  "xyz": [[2.553, 0.031, -0.742], [1.278, -0.132, 0.855], [0.230, 1.426, 0.442], [-1.181, 1.063, -0.146], [-2.049, 0.336, 0.750], [-3.437, 0.341, 0.236], [1.706, -0.085, -1.760], [0.191, 1.787, 1.528], [0.818, 1.832, -0.424], [-0.858, 0.325, -0.877], [-1.607, 1.997, -0.559], [-1.770, -0.613, 1.039], [-3.712, 1.392, 0.137], [-4.187, -0.087, 1.111], [-3.624, -0.123, -0.815], [-0.891, -2.449, -1.842], [-0.021, -1.878, -0.790], [-0.834, -2.479, -0.875]],
  "gap_ev": 9.033,
  "homo_energy_ev": -8.728
}

***

What is the stability order? It is arrangement 1, arrangement 2, from most stable to least stable.

***

Arrangement 1

{
  "formula": "C3H11NOS2",
  "method": "wB97M-V/def2-TZVPD",
  "elements": ["N", "C", "C", "C", "S", "S", "H", "H", "H", "H", "H", "H", "H", "H", "H", "H", "H", "O"],
  "xyz": [[-1.433, 0.817, 1.564], [-0.436, 0.506, 0.548], [-0.059, 1.676, -0.370], [0.784, -0.128, 1.259], [1.819, -1.201, 0.189], [0.561, -2.868, 0.335], [-2.327, 1.052, 1.167], [-1.101, 1.464, 2.274], [-0.879, -0.299, -0.045], [1.018, 1.832, -0.432], [-0.512, 2.625, -0.090], [-0.315, 1.471, -1.414], [0.352, -0.647, 2.111], [1.496, 0.666, 1.487], [1.085, -3.608, -0.684], [0.399, -1.651, -2.232], [-0.056, -0.501, -3.120], [-0.396, -1.205, -2.547]],
  "gap_ev": 8.761,
  "homo_energy_ev": -8.303
}

***

Arrangement 2

{
  "formula": "C3H11NOS2",
  "method": "wB97M-V/def2-TZVPD",
  "elements": ["N", "C", "C", "C", "S", "S", "H", "H", "H", "H", "H", "H", "H", "H", "H", "H", "H", "O"],
  "xyz": [[-1.707, 0.400, -0.762], [-0.513, -0.212, -0.193], [0.672, 0.758, -0.237], [-0.163, -1.596, -0.770], [0.806, -2.668, 0.357], [2.760, -2.004, 0.268], [-2.515, -0.180, -0.572], [-1.624, 0.419, -1.776], [-0.725, -0.386, 0.854], [0.275, 1.715, -0.546], [1.098, 0.929, 0.745], [1.383, 0.448, -1.006], [-1.053, -2.168, -1.033], [0.469, -1.499, -1.652], [3.101, -2.618, -0.877], [-0.416, 2.603, 1.758], [-0.710, 3.086, 3.155], [-1.139, 2.974, 2.289]],
  "gap_ev": 9.444,
  "homo_energy_ev": -8.954
}

***

What is the stability order? It is arrangement 2, arrangement 1, from most stable to least stable.